Record 1
C27H31AlClN4O8 | ωB97M-V/def2-TZVPD

spin multiplicity = 1
net charge = -1
LUMO energy (alpha / beta) = 1.81 / 1.80 eV
total energy = -2570.971332 a.u.

CARTESIAN COORDINATES (ANGSTROEM)
Cl: 0.5037 -0.6449 -2.2051
Al: 0.6911 -0.4221 0.1092
O: 3.6892 1.9493 -1.4125
O: -4.3904 4.1166 5.1367
O: -4.1151 4.7568 -1.0719
O: -5.2215 5.6664 0.5915
O: -1.3725 -3.8699 1.1479
O: -0.9434 0.7624 -0.1763
O: -2.9480 2.5019 5.4984
O: -0.2477 0.7895 1.9096
N: -0.8249 -1.8348 0.3614
N: 1.8102 1.2724 -0.3860
N: -4.3897 4.8467 0.1448
N: -3.5795 3.2565 4.7282
C: 2.4148 -4.1082 -0.7505
C: 2.7580 3.0511 -1.6390
C: 3.0629 1.0288 -0.6960
C: 5.1638 -2.0338 -2.3896
C: 3.9500 -2.4265 -1.6098
C: -3.9877 4.0515 2.4375
C: 1.1066 3.5913 0.1729
C: 1.9851 -1.7746 -0.3846
C: 1.4574 2.6408 -0.9625
C: 3.8652 -0.1796 -0.3289
C: -2.4969 2.1518 2.8222
C: -1.9773 -2.6784 -1.6587
C: 1.9231 -5.5173 -0.6379
C: -2.8104 3.0159 0.5534
C: 3.2680 -1.4657 -0.8301
C: -3.1624 -1.0119 -0.2509
C: -3.3655 3.1447 3.3072
C: 3.4721 -3.7460 -1.5967
C: 0.3635 2.5899 -2.0043
C: -2.1660 -2.1502 -0.2537
C: -2.6325 -3.2803 0.6521
C: 1.7918 -3.0881 0.0114
C: -1.1423 1.2040 0.9747
C: 0.9683 -3.3193 1.2505
C: -0.4330 -2.9614 0.9352
C: -3.7207 3.9619 1.0640
C: -2.1875 2.1113 1.4429
H: 3.2163 3.9531 -1.2206
H: 0.4250 3.5025 -2.6165
H: -2.5997 2.9666 -0.5118
H: -4.1324 -1.4197 -0.5737
H: 0.9999 -4.3496 1.6089
H: 4.9949 -1.0856 -2.9162
H: -1.3433 -3.5760 -1.6543
H: -2.1235 1.3960 3.5160
H: 1.8184 3.4537 0.9964
H: 2.6814 3.1596 -2.7277
H: 0.4978 1.7053 -2.6348
H: 6.0361 -1.9033 -1.7323
H: 0.8322 -5.5535 -0.7711
H: -2.8742 -0.2196 -0.9463
H: 1.1726 4.6265 -0.1891
H: 3.8649 -0.2020 0.7820
H: 0.0848 3.4200 0.5258
H: -1.4944 -1.9169 -2.2791
H: -0.6307 2.5419 -1.5569
H: -3.1948 -4.0847 0.1654
H: 2.1542 -5.9531 0.3449
H: -0.3821 1.4077 2.6603
H: -3.2892 -0.6239 0.7637
H: -3.1871 -2.9110 1.5246
H: 1.2882 -2.6463 2.0650
H: 2.3845 -6.1493 -1.4045
H: 5.4135 -2.8039 -3.1268
H: 3.9901 -4.5135 -2.1811
H: -4.6651 4.8066 2.8234
H: -2.9619 -2.9381 -2.0701
H: 4.8939 -0.0383 -0.6701

Force components x, y, z for each atom (eV/Å):
Cl -0.11 -0.23 -1.00
Al -3.08 2.08 -2.71
O 0.18 0.26 0.01
O 0.16 -0.19 0.07
O -0.29 0.12 1.19
O 0.82 -0.77 -0.50
O -0.36 -0.21 -0.38
O 1.80 -1.13 -1.19
O -0.09 0.02 -0.27
O 1.04 -0.79 0.95
N 1.32 -2.18 1.04
N 2.00 -0.35 -0.12
N -0.33 0.49 -0.25
N -0.19 0.28 -0.98
C 0.17 0.54 0.52
C 0.93 -0.25 -0.33
C -1.85 0.69 0.25
C 0.46 0.01 -0.03
C -0.29 0.39 0.91
C -0.34 0.30 0.11
C 0.04 0.04 0.14
C 1.88 0.07 3.72
C -0.23 -0.44 0.43
C 0.04 0.51 -0.02
C 0.56 -0.24 0.43
C 0.22 -0.07 -0.46
C 0.07 -0.42 0.09
C -0.12 -0.21 -0.40
C -0.09 -1.08 -1.24
C -0.38 -0.06 0.07
C 0.01 0.20 0.64
C -0.43 0.19 0.06
C -0.46 0.06 -0.40
C -0.18 0.23 0.25
C 0.26 -0.26 0.69
C 0.50 -0.69 -1.55
C -3.26 2.62 1.45
C -0.58 -0.04 0.21
C -1.59 1.84 -0.84
C 0.26 -0.49 0.07
C 0.91 -0.69 -0.59
H -0.10 -0.16 0.01
H -0.03 -0.16 0.14
H -0.10 0.10 0.28
H 0.16 0.09 0.06
H 0.00 0.14 0.00
H 0.10 -0.23 0.05
H -0.07 0.14 -0.08
H -0.21 0.27 -0.15
H -0.15 0.16 -0.06
H -0.12 -0.03 0.30
H -0.09 0.37 0.01
H -0.08 -0.01 -0.19
H 0.26 -0.09 0.03
H -0.02 -0.13 0.30
H -0.06 -0.19 0.11
H 0.18 -0.14 -0.57
H 0.18 0.01 0.04
H -0.22 -0.31 0.09
H 0.24 -0.03 -0.11
H 0.20 0.29 0.00
H -0.06 0.00 -0.19
H 0.42 -0.33 0.16
H 0.05 0.24 -0.19
H 0.17 -0.09 -0.09
H 0.19 -0.37 -0.27
H -0.10 0.06 0.15
H -0.01 0.16 0.09
H -0.29 0.26 0.06
H 0.18 -0.22 -0.09
H 0.19 0.02 0.05
H -0.18 0.06 0.05

=====

Record 2
C27H31AsN5NaO7S2 | ωB97M-V/def2-TZVPD

spin multiplicity = 1
net charge = -2
LUMO energy = 3.52 eV
total energy = -5042.320103 a.u.

CARTESIAN COORDINATES (ANGSTROEM)
As: 0.8236 -0.9199 -2.2162
S: -2.0175 -3.3343 -1.0311
S: -1.5559 -5.1066 1.2983
Na: -0.5250 -0.5631 1.0780
O: -2.1954 0.6039 -0.0061
O: -2.7923 1.9603 -2.2399
O: -7.4901 3.5141 1.4035
O: -3.1144 0.1150 3.7525
O: -4.8970 2.5560 -2.3942
O: -1.2022 0.8480 2.7138
O: -6.6810 3.1599 3.4354
N: -1.8238 -2.4645 1.5803
N: -6.6259 3.1029 2.1830
N: -3.8645 2.2574 -1.7061
N: 0.2375 2.4768 0.4998
N: 1.7470 -0.2610 2.0975
C: -1.8034 -3.4494 0.6294
C: 2.3402 0.0475 -3.0805
C: -3.3656 1.4740 1.8358
C: 2.9664 -1.3021 -5.1782
C: -0.4947 -4.8713 3.9151
C: 3.1784 -0.3021 -4.2666
C: -0.2656 -3.9948 5.0071
C: -5.1721 2.7497 0.1893
C: -1.6272 -3.0078 2.8532
C: -5.3930 2.6276 1.5505
C: -1.2213 -4.3821 2.8496
C: 4.0006 -1.6942 -6.0378
C: -2.4587 0.7471 2.8705
C: -3.0224 1.4196 0.4416
C: -3.9868 2.2250 -0.2659
C: 2.2134 0.9413 2.7508
C: 1.4510 3.2869 0.8350
C: -0.8424 -2.7239 5.1030
C: -0.6848 -0.4739 -3.3904
C: 5.1929 -0.9748 -6.1387
C: 4.3356 0.4819 -4.4191
C: -1.5226 -2.1608 4.0098
C: 5.3332 0.1790 -5.3632
C: -4.4841 2.0627 2.4298
C: 2.7517 2.5349 0.7451
C: 1.3576 -2.7162 -2.6718
C: 3.2339 1.8375 2.0086
H: 1.3460 1.5517 2.9985
H: 1.3529 3.6813 1.8624
H: 2.7517 1.7813 -0.0618
H: 1.2119 -2.9082 -3.7301
H: 6.2143 0.8198 -5.4682
H: -1.1608 0.4232 -2.9990
H: 3.6272 2.5366 2.7725
H: -0.4541 3.1062 0.1175
H: 2.4260 -2.8401 -2.3511
H: 1.5426 4.2071 0.2131
H: -0.2427 2.0994 1.3243
H: 0.3257 -4.3057 5.8684
H: 2.0072 1.1152 -3.1448
H: -2.0094 -1.1585 4.0330
H: 2.0289 -1.8458 -5.2483
H: 3.8426 -2.5858 -6.6459
H: 4.5454 1.3098 -3.7368
H: -5.9363 3.2164 -0.4434
H: 5.9600 -1.3467 -6.8500
H: 0.7490 -3.3611 -2.0169
H: 1.3426 -0.9181 2.7714
H: 2.5396 -0.7418 1.6840
H: 2.6650 0.7551 3.7737
H: 4.0910 1.1995 1.7772
H: 3.0381 0.0904 -2.2144
H: -0.6867 -2.1335 6.0078
H: -0.3770 -0.3024 -4.4336
H: 3.5251 3.2770 0.4873
H: -0.0923 -5.9041 3.8472
H: -1.4285 -1.2931 -3.3146
H: -4.7782 1.9689 3.4600

Force components x, y, z for each atom (eV/Å):
As -0.09 0.76 0.38
S 0.08 0.22 -0.25
S 0.35 0.88 0.28
Na -0.30 0.39 -0.47
O 0.01 0.91 -0.21
O -1.22 0.64 0.58
O -0.25 -0.21 1.18
O 1.17 1.26 -0.64
O 1.99 -0.44 1.05
O -0.47 -0.14 0.58
O -0.59 -0.12 -2.09
N -0.44 -2.54 -1.31
N 0.83 0.86 -0.27
N -0.82 0.06 -2.05
N 0.72 0.76 0.03
N 0.35 -0.63 -0.38
C -0.38 1.24 1.46
C -0.39 1.22 1.17
C 0.55 -0.09 3.46
C 0.24 -0.96 -0.76
C 0.27 0.02 0.78
C 0.42 1.13 0.33
C -0.11 -0.82 0.26
C -0.80 0.17 1.34
C 1.14 0.87 -0.11
C -1.30 0.77 0.87
C -0.41 0.89 0.44
C -0.06 0.17 -0.24
C -1.25 -0.19 -0.31
C -1.14 -0.68 0.87
C 0.35 -0.05 -2.63
C 0.25 1.11 1.75
C -1.24 0.26 0.53
C -0.18 0.18 -0.99
C -0.10 -0.59 -0.33
C -0.17 -0.47 -0.41
C 1.22 -0.26 -0.50
C 0.13 -1.59 -0.23
C -0.43 -0.11 0.27
C 1.43 -1.15 -2.13
C 1.03 -0.28 -0.37
C 0.44 -0.54 0.67
C -0.25 -0.94 0.71
H -0.27 0.01 -0.12
H 0.16 0.02 -0.07
H -0.35 0.41 0.08
H 0.07 -0.45 0.11
H -0.30 -0.25 0.14
H 0.07 0.00 0.09
H -0.39 -0.01 -0.39
H -0.13 -0.05 -0.38
H -0.82 0.12 -0.53
H -0.43 -0.78 0.02
H 0.40 -0.11 0.04
H -0.04 -0.30 -0.25
H 0.10 -0.74 -0.10
H 0.58 -0.82 -0.08
H 0.17 0.09 0.35
H 0.10 0.26 0.02
H -0.36 -0.20 -0.15
H 0.72 -0.36 0.18
H -0.45 0.54 0.63
H 0.09 0.03 -0.58
H 0.11 0.42 -0.05
H -0.05 -0.10 -0.07
H -0.21 -0.16 -0.90
H 0.19 0.00 -0.22
H -0.19 -0.05 -0.47
H -0.05 -0.15 -0.20
H -0.12 -0.18 0.26
H 0.00 -0.25 -0.08
H -0.16 0.85 0.37
H 0.44 0.44 -0.10
H 0.55 -0.16 0.14

=====

Record 3
C27H31ClN4O5 | ωB97M-V/def2-TZVPD

spin multiplicity = 1
net charge = 0
LUMO energy = 0.36 eV
SMILES = CCCCCC(=O)N1C[C@]2(CC(c3cccc(NC(=O)COc4ccc(Cl)cc4)c3)=NO2)C[C@@H]1C(N)=O
total energy = -2102.925235 a.u.

CARTESIAN COORDINATES (ANGSTROEM)
Cl: 5.1461 -4.9559 -1.6631
O: -1.6534 2.8622 -0.9267
O: 7.1613 2.2007 -0.1818
O: 6.1376 -0.4499 1.9565
O: -0.7170 0.5649 3.0083
O: -4.4853 -1.3780 1.7092
N: -2.3194 -0.9900 3.3304
N: 5.0794 1.5657 0.5341
N: -3.1144 0.0485 0.6571
N: -0.3988 3.2643 -1.2594
C: 1.9093 2.7700 -0.8699
C: -1.6069 1.7648 0.0104
C: -6.8008 -1.9442 -0.3450
C: -2.8427 0.8359 1.8588
C: -7.2924 -0.9815 -1.4273
C: 5.9579 -1.4626 1.0534
C: 6.2128 -2.5483 -1.0736
C: 4.2009 2.2935 -0.2759
C: -2.3045 2.1547 1.3216
C: 6.4633 -1.4701 -0.2414
C: -7.4908 -1.6478 -2.7841
C: 4.6405 3.2257 -1.2104
C: 4.9407 -3.6120 0.6699
C: -4.2902 -1.5948 -0.6847
C: 6.4327 1.5544 0.5361
C: 2.3583 3.7099 -1.8009
C: -2.4758 0.6098 -0.5125
C: 0.4886 2.5454 -0.6910
C: 6.9984 0.6109 1.6104
C: -3.9935 -0.9743 0.6626
C: -1.8279 0.1279 2.7872
C: -5.4434 -2.5955 -0.6163
C: 3.7117 3.9246 -1.9644
C: 2.8388 2.0629 -0.1130
C: 5.4562 -3.6132 -0.6183
C: -0.1117 1.4521 0.1596
C: 5.1921 -2.5399 1.4996
H: 6.6070 -2.5543 -2.0774
H: -3.1158 2.8457 1.0917
H: 7.9816 0.2522 1.2862
H: -6.7425 -1.4106 0.6049
H: 4.0576 4.6489 -2.6860
H: -6.6006 -0.1429 -1.5312
H: -1.7363 -1.5411 3.9390
H: -7.9448 -0.9499 -3.4842
H: -8.1447 -2.5120 -2.6900
H: -7.5395 -2.7406 -0.2292
H: 5.6958 3.3983 -1.3370
H: -3.2150 1.0265 -1.2078
H: -1.8856 -0.1435 -1.0423
H: -3.2377 -1.3258 3.0492
H: -4.5104 -0.8093 -1.4081
H: 0.2056 1.5018 1.2006
H: 4.8060 -2.5165 2.5062
H: 4.6337 0.9534 1.2083
H: 0.1533 0.4687 -0.2347
H: -5.2393 -3.2996 0.1923
H: -1.6203 2.6235 2.0259
H: 7.0463 -0.6461 -0.6208
H: 7.1297 1.1889 2.5310
H: 2.5081 1.3378 0.6167
H: -5.4806 -3.1576 -1.5503
H: -3.7747 0.9533 2.4233
H: -6.5438 -1.9770 -3.2045
H: -3.3821 -2.1044 -1.0207
H: 1.6280 4.2529 -2.3780
H: 4.3509 -4.4449 1.0180
H: -8.2477 -0.5667 -1.0968

Force components x, y, z for each atom (eV/Å):
Cl -0.04 -0.17 -0.13
O -0.65 -0.32 0.10
O 0.18 0.13 -0.09
O -0.15 -0.05 0.15
O 0.41 0.20 0.10
O -0.36 -0.15 0.13
N -0.13 -0.54 0.32
N -0.33 -0.22 0.33
N 0.08 0.13 0.27
N 0.91 0.38 -0.23
C 0.69 0.22 -0.17
C 0.02 -0.21 0.32
C 0.07 0.12 -0.07
C 0.03 0.21 0.42
C -0.05 -0.25 0.02
C -0.09 -0.32 -0.14
C -0.13 -0.22 0.04
C -0.01 0.31 -0.34
C 0.10 -0.09 -0.08
C 0.04 0.23 0.26
C 0.03 0.23 0.16
C 0.17 -0.05 0.07
C 0.06 0.04 -0.10
C -0.32 -0.34 0.09
C 0.00 -0.42 0.34
C -0.02 -0.07 0.05
C 0.09 0.19 -0.64
C -0.98 -0.38 0.29
C 0.30 0.20 -0.06
C 0.21 0.07 -0.30
C -0.46 0.09 -0.14
C -0.02 0.15 0.14
C -0.18 -0.05 0.05
C -0.16 0.15 -0.16
C 0.08 0.20 0.04
C -0.03 0.21 -0.14
C 0.13 0.26 0.01
H 0.02 -0.02 -0.09
H -0.05 -0.05 -0.02
H -0.16 0.07 -0.05
H -0.06 -0.08 0.05
H 0.03 0.06 -0.06
H -0.02 0.11 0.03
H 0.05 0.09 -0.06
H -0.03 -0.01 -0.13
H -0.07 -0.13 -0.04
H -0.06 0.00 0.06
H 0.03 0.00 0.00
H 0.10 -0.05 0.03
H -0.03 0.11 -0.02
H 0.14 0.07 0.02
H 0.12 0.04 -0.07
H 0.01 -0.05 -0.08
H -0.05 -0.01 0.13
H 0.21 0.07 -0.13
H 0.03 -0.03 0.04
H 0.02 -0.05 -0.09
H -0.03 0.02 -0.03
H 0.08 0.09 -0.04
H 0.02 -0.06 -0.15
H -0.07 -0.10 0.09
H 0.05 -0.05 0.00
H 0.11 -0.01 -0.09
H 0.07 -0.08 -0.11
H 0.05 0.10 -0.05
H -0.05 0.08 -0.09
H -0.05 -0.08 0.02
H 0.05 0.10 0.01